# 1
Formula: C22H21FIrN7O6S
Source: the OMol25 dataset
Level of theory: ωB97M-V with the def2-TZVPD basis set

```
! wB97M-V def2-TZVPD RIJCOSX def2/J DEFGRID3
* xyz 0 5
Ir 0.00123 1.87278 0.49477
N 0.88380 -0.37449 4.07759
C 0.43387 0.22986 2.96979
S 0.78443 1.90977 2.70473
N -0.26364 -0.53580 2.13248
N -0.71078 0.09757 1.07167
C -1.35152 -0.70826 0.08444
C -2.52015 -1.52137 0.40504
C -3.66898 -1.37925 -0.38192
C -4.80056 -2.13148 -0.11689
C -4.79878 -3.03918 0.93298
C -3.66280 -3.18768 1.71804
C -2.52842 -2.43458 1.46542
C -0.86499 -0.52486 -1.23465
C -1.17412 -1.40527 -2.29040
C -0.64835 -1.16923 -3.54010
C 0.17452 -0.06308 -3.74079
C 0.43738 0.76714 -2.66080
N -0.05844 0.54831 -1.45134
H 1.49239 0.12080 4.70328
H 0.80073 -1.38136 4.13521
H -3.67760 -0.64504 -1.17840
H -5.68713 -1.99903 -0.72299
H -5.68186 -3.62950 1.14068
H -3.65709 -3.90094 2.53195
H -1.64069 -2.56562 2.06623
H -1.79644 -2.26684 -2.09558
H -0.86786 -1.84415 -4.35698
H 0.60178 0.15912 -4.70789
H 1.08410 1.62881 -2.76352
N 0.93895 3.62128 -0.22298
C 0.17066 4.39611 -1.21895
C -1.26344 4.63210 -0.75984
C -2.16469 3.41457 -0.95607
O -3.14848 3.49241 -1.65811
O -1.81534 2.29836 -0.35729
H 1.20234 4.23045 0.54531
H 1.81415 3.25201 -0.63812
H 0.18101 3.83496 -2.15455
H 0.67357 5.34677 -1.40613
H -1.70529 5.44749 -1.32794
H -1.26566 4.91591 0.29751
F 0.50346 -3.29452 0.34640
C 1.63080 -2.64663 0.67209
C 2.32329 -1.95860 -0.23803
N 3.49868 -1.29903 0.05544
C 3.87434 -0.17325 -0.79300
C 2.92336 1.01053 -0.55634
O 3.04970 2.02272 -1.26046
O 2.04534 0.78429 0.32327
C 3.96481 -1.24886 1.35798
O 4.92530 -0.60044 1.70332
N 3.24996 -2.02373 2.25840
C 2.04222 -2.67488 2.06578
O 1.43448 -3.17708 2.99011
H 1.97522 -1.88627 -1.26070
H 3.81732 -0.47109 -1.84012
H 4.89552 0.11615 -0.56624
H 3.59439 -1.98892 3.20725
*
```

relative energy (zero: lowest compared OMol25 entry of this formula, charge and spin) = 2.5 kJ/mol
E_HOMO (spin up / spin down) = -7.10 / -8.99 eV
frontier orbital gap (spin up / spin down) = 7.400 / 6.854 eV

# 2
Formula: C15H14ClN3O3
Source: the OMol25 dataset
Level of theory: ωB97M-V with the def2-TZVPD basis set

```
! wB97M-V def2-TZVPD RIJCOSX def2/J DEFGRID3
* xyz 0 1
C 0.43409 2.29786 -3.05217
C 1.09890 1.14461 -2.36216
C 0.88818 -0.14153 -2.84551
C 1.51695 -1.23606 -2.27935
C 2.40640 -1.07462 -1.23084
C 2.60873 0.19412 -0.72860
C 1.94801 1.29915 -1.26111
O 2.22158 2.50783 -0.63967
C 1.12844 3.31072 -0.23682
C -0.05282 2.49319 0.27130
O -1.21058 2.70840 -0.03049
N 0.29820 1.51133 1.12774
N -0.63629 0.55188 1.51187
C -0.18772 -0.71503 1.74842
O 1.00415 -0.95756 1.77757
C -1.24751 -1.71581 2.00636
C -2.49877 -1.40030 2.53137
C -3.40683 -2.42383 2.74105
C -3.02762 -3.72114 2.42350
N -1.84019 -4.03034 1.93129
C -0.97501 -3.05787 1.73078
H -0.01143 -3.33951 1.32862
H -3.70110 -4.55394 2.57602
H -4.38393 -2.22135 3.15088
H -2.74960 -0.38351 2.79762
H -1.57303 0.78066 1.20106
H 1.25238 1.18657 1.25878
H 0.77291 3.96685 -1.03829
H 1.51280 3.93637 0.57605
H 3.28705 0.34706 0.09647
H 2.91115 -1.92206 -0.79799
Cl 1.19664 -2.81688 -2.90107
H 0.22484 -0.28628 -3.68455
H -0.44242 2.63445 -2.49794
H 0.10670 1.99589 -4.04379
H 1.12673 3.13067 -3.15639
*
```

relative energy (zero: lowest compared OMol25 entry of this formula, charge and spin) = 29.0 kJ/mol
E_HOMO = -8.75 eV
frontier orbital gap = 8.960 eV

# 3
Formula: AgF3V
Source: the OMol25 dataset
Level of theory: ωB97M-V with the def2-TZVPD basis set

```
! wB97M-V def2-TZVPD RIJCOSX def2/J DEFGRID3
* xyz 2 6
Ag 17.77122 8.05384 -30.70895
V 19.69712 8.91239 -27.87404
F 19.03737 7.18891 -29.02201
F 19.83810 9.42169 -30.68028
F 17.71022 9.76523 -28.90191
*
```

E_HOMO (spin up / spin down) = -22.16 / -22.46 eV
frontier orbital gap (spin up / spin down) = 10.183 / 6.991 eV

# 4
Formula: C21H27N3O5S
Source: the OMol25 dataset
Level of theory: ωB97M-V with the def2-TZVPD basis set

```
! wB97M-V def2-TZVPD RIJCOSX def2/J DEFGRID3
* xyz 0 1
C 3.23616 5.83498 -4.19314
H 3.91791 6.50773 -4.44163
O 3.65030 4.99274 -3.15806
C 2.96928 4.02475 -2.74161
C 1.75471 4.59349 -1.77359
H 2.22243 5.10760 -1.09851
H 1.26747 4.96911 -2.54589
O 1.09181 3.36375 -1.35141
C 0.30127 2.64154 -2.18008
O 0.14340 2.89129 -3.22455
C -0.28680 1.31600 -1.68436
C -0.11037 1.07404 -0.34433
N -0.69913 0.05895 0.43399
C -1.80068 -0.69200 -0.43320
C -2.14693 -0.18187 -1.63489
C -3.08080 -0.72845 -2.35443
N -4.06062 -1.01964 -2.72154
C -0.95714 0.55238 -2.44920
C -0.32332 -0.44201 -3.23669
C 0.92384 -1.25218 -2.93587
C 1.24704 -1.73222 -4.05620
C 0.62064 -1.41920 -5.21930
O -0.40138 -0.55964 -4.66364
H 0.61760 -1.64932 -6.20345
H 1.82038 -2.46315 -4.20231
H 1.18673 -1.35469 -1.82724
H -1.48940 1.29147 -3.02043
S -2.92335 -1.84532 0.41084
C -2.69704 -1.02849 2.13236
C -1.59062 -1.61108 3.02093
O -0.65293 -1.07576 2.83286
N -2.00663 -2.53101 3.73797
H -2.88160 -3.06945 3.67172
C -0.90292 -3.31942 4.58599
C -1.67906 -4.50517 5.18649
H -1.14579 -5.30432 5.65398
H -2.66180 -4.08824 5.85337
H -1.97599 -5.37259 4.35266
C 0.11899 -3.97754 3.53389
H -0.27574 -4.62028 2.61362
H 0.80152 -3.24569 3.19906
H 1.02151 -4.65726 3.95671
C -0.26808 -2.43748 5.53211
H 0.47928 -2.97575 6.23235
H 0.11443 -1.59090 5.00012
H -1.14918 -2.16527 6.38924
H -2.70851 0.03149 2.20849
H -3.72756 -1.34412 2.79396
H -0.64232 -0.38022 1.20821
C 0.94033 1.66376 0.62392
H 0.82479 1.07619 1.69674
H 1.83373 1.69399 0.37403
H 0.39738 2.57961 1.07252
H 2.72836 3.39906 -3.58731
H 3.74351 3.28155 -2.10471
H 2.44299 6.30232 -3.90247
H 2.82789 5.39194 -5.01811
*
```

relative energy (zero: lowest compared OMol25 entry of this formula, charge and spin) = 1932.4 kJ/mol
E_HOMO = -7.84 eV
frontier orbital gap = 8.082 eV

# 5
Formula: C11H26Br6N3O4P
Source: the OMol25 dataset
Level of theory: ωB97M-V with the def2-TZVPD basis set

```
! wB97M-V def2-TZVPD RIJCOSX def2/J DEFGRID3
* xyz -1 2
C -0.64756 0.77415 -17.45986
Br -2.34630 -0.22444 -17.36248
Br 0.07114 0.35492 -19.29236
Br 0.51763 0.25117 -15.90478
H -0.81148 1.85116 -17.49556
C 4.97371 -2.95469 -8.98071
Br 6.56795 -3.02817 -7.82655
Br 4.81881 -1.11794 -9.80091
Br 3.34617 -3.53085 -8.12855
H 5.08451 -3.56758 -9.87524
O 1.25876 -7.72030 -11.18299
P 1.11382 -9.20657 -11.24030
N -0.56131 -9.68420 -11.03402
C -1.66470 -8.90678 -11.56028
C -1.04236 -11.06246 -10.80183
N 2.07879 -10.09222 -10.16147
C 3.52258 -10.29513 -10.16269
C 1.45965 -10.54828 -8.91719
N 1.66699 -9.82570 -12.72055
C 1.77883 -11.26230 -13.03316
C 1.43314 -9.03464 -13.94960
H -1.74763 -9.28127 -12.58056
H -1.41953 -7.84797 -11.64346
H -2.62713 -9.11584 -11.09325
H -1.75557 -11.44073 -11.53418
H -1.56533 -11.18313 -9.85312
H -0.21836 -11.77550 -10.82827
H 3.87985 -11.19753 -10.65879
H 3.89847 -9.43326 -10.71404
H 4.00002 -10.11532 -9.19946
H 2.17965 -10.41192 -8.11029
H 0.70112 -9.80954 -8.65834
H 1.14068 -11.59024 -8.94344
H 2.15329 -11.19855 -14.05484
H 2.49919 -11.76874 -12.39074
H 0.79830 -11.72881 -13.12815
H 0.95870 -9.60661 -14.74700
H 2.27090 -8.60810 -14.50125
H 0.72581 -8.25176 -13.67595
C 1.93808 -5.27064 -12.92244
O 1.38018 -3.98160 -13.13804
C 2.16178 -2.87648 -12.71039
O 2.99042 -2.93942 -11.84688
O 1.71407 -1.76148 -13.37115
C 2.19227 -0.48311 -12.98207
H 1.25197 -6.05397 -13.24454
H 2.05305 -5.38885 -11.84499
H 2.89380 -5.27935 -13.44648
H 1.41501 0.00814 -12.39672
H 2.33024 0.14077 -13.86515
H 3.15908 -0.45513 -12.47948
*
```

E_HOMO (spin up / spin down) = -0.81 / -5.20 eV
frontier orbital gap (spin up / spin down) = 2.260 / 6.656 eV

# 6
Formula: C7H15F3N3O7PdS2
Source: the OMol25 dataset
Level of theory: ωB97M-V with the def2-TZVPD basis set

```
! wB97M-V def2-TZVPD RIJCOSX def2/J DEFGRID3
* xyz -1 1
Pd -0.99696 1.36492 -0.84964
C -1.54925 0.19585 2.70945
C -0.91335 1.58559 2.50489
N 0.39527 1.52336 1.90756
C 1.45455 0.85963 2.62833
C 2.35718 0.05823 1.66579
N 1.69675 -0.67733 0.61053
C 0.91916 -1.85211 0.93345
C -0.23661 -1.76501 1.94393
N -1.26197 -0.76635 1.65368
H -2.62973 0.34527 2.77286
H -1.24024 -0.20768 3.68423
H -0.93373 2.09660 3.48533
H -1.54333 2.17175 1.83361
H 0.66476 2.39004 1.46392
H 0.99935 0.19378 3.36221
H 2.08751 1.55109 3.20664
H 2.98790 -0.62509 2.24734
H 3.03270 0.76514 1.17527
H 1.16845 -0.03456 0.03438
H 1.59979 -2.62969 1.30858
H 0.51542 -2.22535 -0.01171
H 0.16713 -1.58669 2.94435
H -0.68433 -2.76724 1.98599
H -2.11285 -1.21709 1.35426
O 0.16551 3.71573 -2.88648
S 0.68035 3.16637 -1.66287
O 1.93879 3.67087 -1.19321
O 0.73381 1.60279 -1.75958
O -0.38981 3.24817 -0.54163
F -5.41747 0.93347 -2.14333
C -4.18369 0.56447 -2.49377
F -4.28001 -0.40812 -3.40485
F -3.56746 1.60380 -3.03947
S -3.26144 -0.05650 -1.02743
O -4.09875 -1.06448 -0.46089
O -3.03999 1.14896 -0.20220
O -1.96447 -0.48148 -1.56930
*
```

relative energy (zero: lowest compared OMol25 entry of this formula, charge and spin) = 0.0 kJ/mol
E_HOMO = -5.59 eV
frontier orbital gap = 8.030 eV